[1]
{
  "formula": "C31H87N15O13",
  "method": "ωB97M-V/def2-TZVPD",
  "max_force_ha_per_bohr": 0.11494,
  "charge": 1,
  "s2": 0.75,
  "gap_ev": [6.6, 1.9],
  "multiplicity": 2,
  "symbols": ["C", "O", "N", "N", "H", "H", "H", "H", "C", "O", "N", "N", "H", "H", "H", "H", "C", "O", "N", "N", "H", "H", "H", "H", "C", "O", "N", "N", "H", "H", "H", "H", "C", "O", "N", "N", "H", "H", "H", "H", "C", "O", "C", "C", "N", "C", "C", "O", "C", "H", "H", "H", "H", "H", "H", "H", "H", "H", "H", "H", "H", "H", "H", "H", "C", "O", "C", "C", "N", "C", "C", "O", "C", "H", "H", "H", "H", "H", "H", "H", "H", "H", "H", "H", "H", "H", "H", "H", "C", "O", "C", "C", "N", "C", "C", "O", "C", "H", "H", "H", "H", "H", "H", "H", "H", "H", "H", "H", "H", "H", "H", "H", "C", "C", "C", "O", "C", "N", "H", "H", "H", "H", "H", "H", "H", "H", "H", "H", "H", "C", "C", "C", "O", "C", "N", "H", "H", "H", "H", "H", "H", "H", "H", "H", "H", "H"],
  "positions_angstrom": [[0.798, -2.273, 6.265], [-0.243, -2.819, 6.442], [1.816, -2.227, 7.151], [1.154, -1.632, 5.171], [2.690, -1.751, 6.978], [1.736, -2.807, 7.974], [0.440, -1.643, 4.457], [2.141, -1.610, 4.955], [-3.608, 1.654, -0.682], [-3.017, 0.665, -0.484], [-4.211, 2.330, 0.254], [-3.814, 2.214, -1.800], [-4.114, 1.786, 1.099], [-4.946, 2.988, 0.038], [-3.470, 1.751, -2.630], [-4.297, 3.099, -1.751], [-0.150, 1.499, 4.923], [-0.390, 0.789, 3.979], [0.943, 1.340, 5.585], [-0.831, 2.557, 5.374], [1.369, 0.444, 5.397], [1.293, 1.870, 6.371], [-1.770, 2.778, 5.076], [-0.506, 2.992, 6.226], [3.387, -3.145, 1.564], [2.757, -2.578, 2.493], [4.154, -4.175, 1.747], [3.285, -2.783, 0.274], [4.063, -4.667, 2.625], [4.872, -4.429, 1.083], [3.894, -3.223, -0.402], [2.466, -2.217, 0.104], [0.687, -0.228, 0.464], [1.109, -0.828, -0.486], [-0.505, 0.242, 0.605], [1.318, -0.120, 1.650], [-1.225, -0.005, -0.058], [-0.820, 0.787, 1.394], [2.232, -0.542, 1.728], [0.822, 0.234, 2.456], [-6.873, -0.727, -7.352], [-6.188, -1.914, -6.972], [-5.065, -2.360, -7.702], [-4.466, -3.596, -6.929], [-3.778, -3.269, -5.628], [-2.787, -4.262, -5.203], [-1.940, -3.581, -4.110], [-2.891, -3.163, -3.032], [-2.126, -2.600, -1.924], [-6.229, 0.151, -7.399], [-7.743, -0.736, -6.695], [-7.218, -0.788, -8.385], [-4.257, -1.630, -7.678], [-5.408, -2.489, -8.728], [-3.663, -3.989, -7.552], [-5.229, -4.341, -6.706], [-4.471, -3.205, -4.896], [-2.046, -4.393, -5.991], [-3.249, -5.206, -4.914], [-1.292, -2.787, -4.482], [-1.265, -4.347, -3.729], [-2.846, -2.435, -1.123], [-1.528, -1.718, -2.155], [-1.329, -3.237, -1.541], [3.986, 1.201, 3.604], [4.149, 1.069, 2.183], [5.252, 0.263, 1.788], [5.550, 0.527, 0.323], [4.497, 0.279, -0.649], [4.000, 1.512, -1.268], [4.962, 2.443, -2.028], [5.302, 2.062, -3.383], [6.092, 2.954, -4.155], [3.012, 1.540, 3.957], [4.718, 1.916, 3.979], [4.168, 0.260, 4.124], [4.889, -0.750, 1.960], [6.112, 0.524, 2.404], [6.285, -0.199, -0.026], [6.062, 1.482, 0.210], [3.684, 0.061, -0.091], [3.594, 2.136, -0.472], [3.149, 1.281, -1.909], [5.836, 2.689, -1.424], [4.437, 3.397, -1.992], [7.039, 3.213, -3.683], [5.619, 3.847, -4.565], [6.364, 2.361, -5.028], [-3.825, 6.284, 5.977], [-3.426, 6.756, 4.704], [-2.131, 6.350, 4.241], [-1.800, 6.770, 2.823], [-2.483, 6.103, 1.808], [-2.229, 4.596, 1.771], [-0.741, 4.149, 1.474], [0.139, 4.486, 2.540], [1.460, 3.913, 2.508], [-3.789, 5.204, 6.116], [-4.886, 6.500, 6.104], [-3.282, 6.894, 6.699], [-1.955, 5.277, 4.317], [-1.432, 6.835, 4.923], [-0.740, 6.558, 2.681], [-1.864, 7.840, 2.627], [-3.453, 6.336, 1.647], [-2.785, 4.180, 0.930], [-2.706, 4.221, 2.677], [-0.416, 4.795, 0.658], [-0.725, 3.078, 1.270], [2.060, 3.923, 3.418], [2.101, 4.242, 1.691], [1.456, 2.832, 2.368], [-3.187, -3.159, 4.170], [-2.558, -2.384, 2.939], [-1.252, -3.029, 2.292], [-1.283, -4.399, 1.832], [-0.310, -4.794, 0.801], [-3.575, -2.472, 1.926], [-2.378, -3.250, 4.894], [-3.550, -4.172, 3.996], [-3.963, -2.611, 4.705], [-2.202, -1.395, 3.229], [-0.399, -2.869, 2.953], [-0.994, -2.401, 1.439], [-0.574, -5.682, 0.227], [0.699, -4.735, 1.209], [-0.231, -4.136, -0.064], [-3.204, -1.909, 1.175], [-3.537, -3.413, 1.562], [1.947, -0.543, -3.646], [1.603, -1.973, -4.129], [2.664, -2.408, -5.202], [2.921, -1.509, -6.308], [1.785, -1.119, -7.044], [1.524, -2.775, -2.964], [2.142, 0.131, -4.481], [2.874, -0.538, -3.072], [1.152, -0.102, -3.046], [0.674, -1.905, -4.694], [2.428, -3.354, -5.691], [3.596, -2.572, -4.662], [2.177, -0.544, -7.882], [1.002, -0.535, -6.561], [1.220, -1.967, -7.432], [2.429, -3.220, -2.906], [1.432, -2.146, -2.179]],
  "forces_ev_per_a": [[1.487, -0.295, 1.021], [-2.132, -0.844, 0.556], [0.915, -0.552, 2.219], [0.004, 1.713, -2.672], [-0.348, -0.258, 0.071], [0.132, 0.211, -0.155], [0.575, 0.037, -0.454], [-0.395, -0.234, -0.746], [-0.887, 0.366, 0.039], [2.777, -4.363, 0.942], [-0.954, 1.636, 4.665], [-0.200, 2.033, -5.546], [-0.982, 0.618, 0.548], [-0.105, -0.581, 0.644], [-0.266, 0.557, -0.173], [0.277, -0.357, -1.227], [-0.712, 1.040, -0.231], [-1.612, -0.786, -2.002], [4.321, -1.263, 2.040], [-1.999, 1.949, 0.289], [0.228, -0.123, 0.245], [-0.450, -0.112, -0.185], [0.317, -0.341, 0.011], [-0.364, -0.109, -0.213], [-2.227, 2.231, 0.539], [0.580, -0.642, -1.003], [2.278, -2.870, 1.415], [-0.103, 0.666, 0.248], [0.480, 0.203, -0.148], [-0.366, -0.259, 0.251], [-0.726, 0.347, -0.215], [0.186, 0.419, -1.031], [1.327, -0.710, 3.444], [1.142, -1.133, -2.382], [-4.928, 1.866, -1.343], [1.996, 0.274, 0.221], [0.072, 0.306, -0.083], [0.284, -0.512, 0.023], [-0.199, 0.080, 0.447], [0.266, -0.287, 0.088], [0.478, -1.207, -0.779], [-0.186, 0.135, 0.796], [0.168, -0.110, 1.493], [0.321, 0.640, 0.376], [-0.585, 0.236, -1.476], [0.436, 2.059, 0.031], [-1.849, -1.338, 1.217], [2.929, 0.323, -0.336], [-0.496, -0.635, -0.335], [0.021, 0.263, 0.876], [0.228, 0.756, -0.007], [-0.343, -0.349, -0.292], [0.061, 0.426, -0.137], [0.434, -0.723, -0.252], [-0.253, -0.317, -0.228], [-0.178, -0.178, -0.587], [-0.047, 0.245, 0.041], [-0.274, -0.423, -0.398], [0.300, -0.200, 0.259], [-0.559, 0.424, -0.041], [0.126, -0.015, 0.471], [0.103, 0.276, -0.090], [-0.566, 0.586, -0.482], [-0.279, -0.792, -0.161], [0.919, -0.226, -0.407], [-1.128, 1.039, 0.872], [-0.895, 0.228, -0.105], [1.387, -0.942, -0.360], [-1.021, 0.903, 0.036], [0.325, 0.528, -0.611], [-0.086, 0.314, -0.438], [-0.614, 0.190, 1.242], [0.405, -0.930, -0.276], [-0.267, 0.060, -0.866], [0.194, 0.113, 0.110], [0.097, -0.347, -0.084], [0.619, -0.485, -0.009], [0.272, -0.304, -0.017], [0.708, -0.055, 0.739], [-0.393, 0.273, 0.014], [-0.293, -0.838, -0.035], [-0.064, 0.468, 0.188], [0.110, -0.178, -0.128], [0.559, -0.459, -0.116], [-0.288, 0.309, -0.625], [-0.029, 0.177, 0.378], [-0.514, 0.166, 0.530], [0.018, -0.013, -0.057], [-0.322, 0.603, 0.250], [0.221, -0.692, -2.196], [-1.017, 0.219, 2.167], [1.389, 2.224, -0.649], [-0.145, -3.789, 1.070], [0.812, 0.731, -1.626], [0.042, 1.541, 1.294], [0.264, -0.116, 1.007], [0.338, -1.506, -0.808], [0.724, -0.095, -0.056], [0.052, 0.346, -0.264], [0.106, -0.590, 0.519], [-0.166, -0.194, 0.079], [0.593, 0.045, -0.327], [0.157, -0.443, 0.245], [-0.563, 0.202, 0.492], [-0.282, 0.512, -0.490], [-0.265, 0.123, 0.065], [0.231, -0.096, 0.284], [-0.136, -0.594, -0.788], [-0.100, 0.041, -0.306], [-0.751, 1.153, 0.446], [-0.275, 0.670, -0.116], [-0.742, -0.368, -0.339], [1.986, 0.717, 0.442], [0.074, -3.853, 0.384], [0.803, 0.103, 0.203], [-0.237, -0.078, -0.728], [-0.300, 1.668, 0.336], [-0.409, 1.600, -0.810], [0.048, -0.224, 0.293], [0.074, 0.165, -0.626], [-0.132, 0.273, -0.503], [-0.545, 0.274, -0.115], [0.230, -0.395, 0.421], [-0.242, 0.254, -0.358], [-0.189, -0.638, 1.239], [0.034, -0.751, 0.244], [-0.461, 1.067, 0.227], [-0.414, 0.236, -0.694], [-0.165, -0.340, 0.045], [0.220, 0.350, -1.088], [0.650, 2.774, -1.852], [-0.245, -0.111, -0.010], [-0.448, 0.171, 1.579], [-0.060, -0.252, -0.659], [0.073, -1.591, 0.069], [-0.110, 0.082, -0.154], [0.005, -0.251, 0.182], [-0.053, -0.225, 0.121], [-0.453, -0.199, 0.269], [-0.452, -0.378, 0.335], [0.361, 0.306, -0.228], [-0.143, -0.017, -0.003], [0.394, 0.384, 0.684], [0.197, -0.489, -0.222], [0.093, -0.382, 0.583], [-0.046, -0.170, 0.349]],
  "mulliken_charge": [0.5887, -0.6403, -0.4035, 0.0072, 0.1483, 0.2349, -0.3524, 0.2799, 0.5681, -0.5764, -0.5445, -0.4198, 0.2171, 0.2102, 0.2505, 0.1308, 0.4185, -0.4933, -0.2204, -0.3548, 0.1078, 0.2025, 0.1673, 0.1296, 0.5050, -0.4959, -0.4470, 0.0715, 0.2687, 0.1471, 0.1807, -0.2726, -0.0491, -0.0350, 0.6344, 1.6829, -0.0343, -0.2560, -0.8908, -0.5712, -0.7323, -0.2876, -0.5896, -0.6952, -0.1951, -0.8902, -0.2548, -0.4824, -0.0079, 0.2921, 0.2362, 0.2908, 0.2979, 0.4218, 0.4395, 0.3513, 0.1824, 0.4267, 0.3157, 0.0375, 0.4685, 0.2448, 0.1015, -0.1071, -0.6259, -0.0731, -0.2222, -1.0386, -0.1179, 0.1069, -0.8046, -0.2576, -0.8120, -0.1622, 0.4219, 0.3662, -0.0501, 0.6061, 0.3032, 0.2938, 0.1664, 0.0211, 0.3189, 0.3412, 0.3732, 0.3197, 0.2992, 0.2549, -0.7190, -0.3786, 0.0290, -0.5245, 0.0734, -0.8764, 0.0944, -0.2901, -0.5846, 0.2749, 0.2632, 0.3312, -0.1566, 0.5432, 0.2060, 0.5176, 0.3557, 0.3610, 0.3869, 0.5148, -0.0770, 0.3775, 0.4138, -0.1158, -1.3390, 0.7289, 0.3217, -0.4359, -0.1621, -0.7066, 0.2586, 0.2833, 0.3769, -0.0155, 0.2234, -0.3204, 0.3226, 0.2063, -0.2529, 0.1289, 0.4394, -1.5817, 0.9234, -1.0711, -0.3510, -0.6923, -0.4299, 0.6868, 0.3364, 0.2670, -0.2565, 0.4684, 0.4039, 0.2646, 0.2594, 0.3086, 0.3318, 0.0680]
}

***

[2]
{
  "formula": "C19H20N4O3",
  "method": "ωB97M-V/def2-TZVPD",
  "max_force_ha_per_bohr": 0.02743,
  "e_above_lowest_kj_mol": 290.3,
  "smiles": "Cc1cc(C)nc(CCNC(=O)c2cc(COc3ccccc3)on2)n1",
  "gap_ev": 9.6,
  "symbols": ["C", "C", "N", "C", "N", "C", "C", "H", "C", "H", "H", "H", "C", "H", "H", "C", "N", "C", "O", "C", "N", "O", "C", "C", "H", "C", "O", "C", "C", "C", "C", "C", "C", "H", "H", "H", "H", "H", "H", "H", "H", "H", "H", "H", "H", "H"],
  "positions_angstrom": [[1.385, 5.404, -2.417], [1.082, 3.963, -2.174], [2.111, 3.159, -1.936], [1.850, 1.890, -1.679], [0.649, 1.327, -1.682], [-0.393, 2.115, -1.933], [-0.219, 3.471, -2.176], [-1.063, 4.118, -2.359], [-1.750, 1.489, -1.923], [-2.257, 1.744, -0.992], [-1.665, 0.408, -1.991], [-2.350, 1.864, -2.749], [3.007, 1.030, -1.270], [3.924, 1.418, -1.709], [2.837, 0.002, -1.594], [3.115, 1.083, 0.265], [1.904, 0.603, 0.884], [0.878, 1.448, 1.163], [0.978, 2.654, 1.188], [-0.390, 0.725, 1.460], [-1.240, 1.117, 2.372], [-2.289, 0.266, 2.342], [-2.089, -0.655, 1.385], [-0.886, -0.426, 0.785], [-0.443, -0.960, -0.028], [-3.137, -1.698, 1.159], [-2.649, -2.808, 0.453], [-1.711, -3.611, 1.049], [-1.213, -3.442, 2.335], [-0.266, -4.327, 2.825], [0.192, -5.376, 2.050], [-0.306, -5.544, 0.767], [-1.249, -4.670, 0.268], [-1.650, -4.784, -0.727], [0.043, -6.360, 0.153], [0.931, -6.058, 2.441], [0.114, -4.187, 3.826], [-1.548, -2.634, 2.966], [-3.583, -1.987, 2.121], [-3.932, -1.288, 0.524], [1.689, -0.373, 0.749], [3.957, 0.478, 0.609], [3.251, 2.119, 0.583], [2.430, 5.519, -2.689], [1.204, 5.962, -1.499], [0.746, 5.811, -3.197]],
  "forces_ev_per_a": [[-0.025, 0.015, -0.005], [-0.337, -0.095, -0.038], [0.391, 0.231, 0.016], [0.116, -0.141, -0.185], [-0.133, -0.393, -0.096], [-0.037, 0.310, -0.100], [0.241, -0.168, 0.062], [-0.093, 0.075, -0.047], [-0.007, 0.057, -0.032], [-0.089, -0.019, 0.065], [-0.011, -0.034, -0.007], [-0.091, 0.009, -0.033], [-0.042, 0.091, 0.203], [0.018, -0.035, -0.027], [0.032, 0.001, -0.023], [0.200, 0.096, -0.189], [0.103, -0.281, 0.103], [0.141, -0.053, 0.378], [-0.058, 0.205, -0.006], [-0.888, -0.432, -0.036], [0.926, 1.033, 0.254], [-0.484, -0.691, -0.262], [0.883, 0.057, -0.516], [-0.705, -0.071, 0.428], [0.071, -0.146, -0.211], [-0.313, 0.251, 0.239], [0.187, -0.075, -0.094], [0.164, -0.253, 0.001], [-0.260, 0.187, -0.027], [0.056, -0.104, -0.016], [0.101, -0.048, 0.107], [-0.018, 0.027, -0.007], [-0.156, 0.212, -0.009], [-0.046, -0.020, -0.129], [0.018, -0.066, -0.061], [0.065, -0.057, 0.035], [0.026, 0.016, 0.078], [-0.036, 0.077, 0.033], [0.044, 0.022, -0.115], [0.092, -0.071, 0.178], [-0.098, 0.091, 0.092], [-0.036, 0.117, 0.003], [0.094, -0.136, 0.007], [0.025, 0.025, -0.023], [-0.003, 0.096, 0.041], [-0.030, 0.087, -0.031]],
  "nbo_charge": [-0.6501, 0.2856, -0.4828, 0.4456, -0.5161, 0.2771, -0.3138, 0.2178, -0.6526, 0.2328, 0.2300, 0.2227, -0.4514, 0.2339, 0.2136, -0.2161, -0.6007, 0.6380, -0.5913, 0.0997, -0.0935, -0.2682, 0.2887, -0.3734, 0.2534, -0.1142, -0.4832, 0.2877, -0.2611, -0.2035, -0.2416, -0.1888, -0.2597, 0.2250, 0.2160, 0.2152, 0.2162, 0.2131, 0.2009, 0.2221, 0.3955, 0.2042, 0.2382, 0.2352, 0.2363, 0.2179]
}